[1]
Molecular formula: C3H8HgO3
Method: DFT, ωB97M-V/def2-TZVPD

Structure (XYZ):
```
15
Properties=species:S:1:pos:R:3:forces:R:3:lowdin_charge:R:1
C -3.389 0.196 -0.391 -0.95 0.06 -0.13 -0.11
O -2.153 -0.272 0.151 -4.37 -3.02 1.30 -0.36
H -4.155 0.207 0.393 0.11 0.01 -0.21 0.09
H -3.228 1.217 -0.753 0.06 -0.32 0.15 0.09
H -3.713 -0.442 -1.223 0.08 0.18 0.17 0.09
C 0.989 -1.305 0.092 1.07 -1.05 0.03 -0.33
O 2.110 -0.527 -0.411 0.75 -0.17 0.06 -0.29
C 2.202 0.786 0.136 1.25 -0.78 0.30 -0.46
O 1.108 1.562 -0.142 2.36 3.08 -0.35 -0.43
Hg -0.345 0.354 -0.198 0.10 -0.30 -0.32 1.26
H -2.208 -1.226 0.484 0.11 1.93 -0.80 0.15
H 0.918 -2.178 -0.576 0.07 0.32 0.34 0.02
H 1.225 -1.657 1.117 -0.07 0.05 -0.35 0.03
H 3.130 1.200 -0.306 -0.50 -0.03 0.10 0.12
H 2.352 0.691 1.238 -0.09 0.05 -0.29 0.11
```
Forces are in eV/Å.

As for the relative energy (zero: lowest compared OMol25 entry of this formula, charge and spin): 0.0000 eV. The largest force on an atom is 5.47 eV Å⁻¹. The calculation puts the LUMO energy at -0.19 eV. The value obtained for the HOMO energy is -6.90 eV. Its net charge is 0.

[2]
Molecular formula: C71H82AsBBaN9OP3S2
Method: DFT, ωB97M-V/def2-TZVPD

Structure (XYZ):
```
171
Properties=species:S:1:pos:R:3:forces:R:3:lowdin_charge:R:1
Ba 1.124 0.139 0.192 -0.39 1.16 1.11 1.33
C 4.972 2.415 0.929 -0.19 -0.14 -0.01 -0.27
P 3.932 1.027 1.561 1.27 0.46 -0.20 0.80
C 5.209 -0.298 1.416 -0.13 0.04 -0.02 -0.27
C 4.039 1.267 3.373 -0.33 0.03 -0.07 -0.39
C 4.914 2.142 4.005 0.09 -0.02 -0.03 -0.08
C 4.913 2.258 5.383 0.05 0.04 0.01 -0.08
C 4.029 1.507 6.141 -0.01 -0.01 0.12 -0.08
C 3.154 0.633 5.523 0.03 -0.03 0.02 -0.09
C 3.153 0.504 4.140 0.00 0.11 -0.20 -0.40
P 2.041 -0.623 3.222 -0.29 -0.41 1.28 0.79
C 0.554 -0.615 4.314 0.07 -0.02 -0.18 -0.29
C 2.744 -2.248 3.762 -0.09 0.18 -0.27 -0.27
H 6.017 2.308 1.218 0.03 0.05 0.07 0.04
H 4.578 3.372 1.268 0.04 0.01 -0.06 0.04
H 4.915 2.390 -0.161 0.01 0.04 0.01 0.03
H 6.109 -0.031 1.970 0.02 0.03 -0.04 0.05
H 5.436 -0.427 0.358 0.05 -0.08 -0.06 0.04
H 4.804 -1.228 1.802 0.04 -0.12 -0.02 -0.01
H 5.604 2.738 3.426 0.05 0.06 -0.07 0.09
H 5.601 2.937 5.867 0.02 0.05 0.03 0.10
H 4.020 1.609 7.216 0.00 0.00 0.10 0.10
H 2.466 0.057 6.124 -0.05 -0.04 0.06 0.10
H 0.740 -1.045 5.297 0.02 0.03 0.07 0.04
H -0.217 -1.204 3.813 -0.02 0.02 0.06 -0.01
H 0.205 0.412 4.417 -0.08 0.03 0.03 0.02
H 2.957 -2.251 4.831 -0.06 0.01 0.01 0.04
H 3.656 -2.462 3.211 0.06 -0.04 -0.01 0.01
H 2.007 -3.014 3.525 -0.01 -0.13 0.02 0.04
N 2.729 -2.090 0.539 -0.10 0.42 -0.01 0.05
C 3.133 -3.108 0.179 -0.03 0.04 0.12 -0.25
N 3.609 -4.255 -0.182 0.00 -0.46 -0.26 -0.09
C 4.443 -4.404 -1.356 0.59 0.08 -0.45 -0.13
C 5.819 -4.932 -0.941 -0.19 -0.14 -0.12 -0.17
C 5.666 -6.231 -0.151 0.10 0.22 0.16 -0.20
C 4.764 -6.005 1.060 -0.15 -0.10 -0.19 -0.18
C 3.411 -5.452 0.607 0.05 -0.45 0.58 -0.14
H 4.523 -3.439 -1.859 -0.08 -0.09 0.01 0.13
H 3.962 -5.113 -2.041 -0.01 0.10 0.02 0.14
H 6.321 -4.184 -0.323 0.02 0.05 -0.03 0.12
H 6.425 -5.099 -1.832 0.02 0.06 -0.03 0.11
H 6.644 -6.590 0.173 -0.02 -0.06 -0.05 0.11
H 5.225 -6.997 -0.793 0.01 -0.09 -0.05 0.11
H 5.236 -5.292 1.740 -0.03 0.01 0.05 0.12
H 4.611 -6.940 1.602 -0.03 0.02 0.05 0.11
H 2.779 -5.216 1.467 0.00 0.01 -0.14 0.13
H 2.894 -6.200 -0.008 -0.02 0.09 0.05 0.13
S -0.659 3.312 3.235 0.53 -0.57 0.60 0.61
C -1.098 4.502 2.169 -0.22 0.04 -0.14 -0.79
N -2.317 4.399 1.550 0.38 0.20 0.11 0.06
C -2.733 5.243 0.585 -0.06 0.38 -0.23 -0.09
C -1.948 6.279 0.187 0.06 -0.10 0.04 -0.05
C -0.701 6.472 0.827 -0.20 -0.18 0.03 -0.04
C -0.302 5.625 1.815 -0.18 0.06 -0.03 -0.10
H -2.884 3.611 1.845 0.03 0.07 -0.10 0.10
H -3.703 5.046 0.162 -0.08 -0.02 -0.05 0.11
H -2.266 6.931 -0.604 -0.12 0.10 -0.12 0.11
H -0.062 7.281 0.511 0.07 0.15 0.00 0.11
H 0.630 5.759 2.344 0.01 -0.10 -0.06 0.11
B 0.152 -3.008 -3.670 0.05 -0.26 -0.23 -0.44
C 0.301 -2.126 -2.403 0.00 0.29 0.34 -0.26
N 0.390 -1.376 -1.523 -0.61 -1.64 -1.48 -0.19
H -0.456 -4.006 -3.390 -0.08 -0.14 0.04 0.00
H 1.258 -3.267 -4.075 0.19 0.00 -0.07 0.00
H -0.464 -2.330 -4.462 -0.10 0.11 -0.18 0.01
N 2.077 7.907 -1.727 0.01 0.27 -0.06 0.14
C 1.986 6.770 -1.582 0.06 0.63 -0.15 -0.22
C 1.830 5.391 -1.338 -0.03 -1.05 0.28 -0.27
C 1.309 4.524 -2.302 -0.13 0.12 -0.14 -0.05
C 1.112 3.189 -1.991 -0.08 0.13 0.09 -0.19
C 1.406 2.631 -0.736 0.18 0.34 -0.17 -0.36
C 1.919 3.542 0.195 -0.05 0.06 -0.11 -0.22
C 2.144 4.879 -0.078 0.12 0.24 -0.05 -0.07
H 1.058 4.910 -3.285 0.00 0.03 0.02 0.11
H 0.693 2.551 -2.762 -0.02 -0.03 -0.17 0.06
H 2.138 3.196 1.201 0.07 0.04 0.22 0.05
H 2.559 5.545 0.670 -0.01 0.02 0.03 0.12
C 3.449 -1.355 -6.038 -0.05 0.09 -0.18 -0.11
C 2.551 -0.249 -6.574 -0.02 -0.03 0.24 -0.22
C 1.855 0.500 -5.433 -0.13 -0.41 -0.52 -0.21
N 2.679 1.520 -4.827 0.26 0.30 0.59 0.05
C 3.303 1.410 -3.649 -0.18 0.25 -0.50 -0.84
S 3.409 0.021 -2.770 -0.25 -0.60 0.67 0.68
N 3.905 2.566 -3.155 0.01 0.16 0.18 0.10
C 4.663 3.514 -3.800 -0.05 0.03 -0.02 -0.43
O 4.922 4.569 -3.267 0.05 0.06 -0.07 0.10
C 5.187 3.122 -5.140 0.32 0.07 -0.30 -0.16
C 5.631 1.824 -5.386 0.04 0.16 0.01 -0.04
C 6.131 1.489 -6.631 0.03 -0.06 0.00 -0.07
C 6.196 2.443 -7.634 0.02 0.01 -0.04 -0.08
C 5.786 3.743 -7.384 -0.01 0.02 -0.08 -0.07
C 5.295 4.086 -6.137 -0.13 -0.05 0.22 -0.02
H 3.862 -1.945 -6.852 0.10 -0.08 -0.08 0.07
H 2.872 -2.008 -5.387 0.02 -0.12 0.07 0.05
H 4.266 -0.934 -5.459 0.15 -0.01 0.11 0.04
H 1.784 -0.684 -7.216 -0.04 0.03 -0.03 0.11
H 3.133 0.453 -7.177 -0.08 0.05 -0.08 0.10
H 1.571 -0.215 -4.657 -0.05 0.13 -0.05 0.07
H 0.952 0.995 -5.802 0.06 0.01 0.10 0.12
H 2.743 2.404 -5.314 -0.06 -0.02 0.17 0.15
H 3.718 2.750 -2.174 0.01 -0.06 -0.07 0.11
H 5.601 1.084 -4.600 -0.03 -0.10 0.06 0.10
H 6.465 0.480 -6.818 0.05 -0.08 -0.01 0.11
H 6.582 2.176 -8.606 0.02 -0.02 -0.09 0.10
H 5.849 4.489 -8.161 0.02 0.07 -0.06 0.10
H 4.991 5.099 -5.918 -0.04 0.09 0.02 0.12
C -3.288 -2.893 2.837 0.23 -0.08 0.02 -0.40
C -4.689 -3.143 2.314 -0.15 -0.11 -0.01 -0.46
As -5.999 -3.843 3.641 0.12 0.34 -0.18 1.30
C -7.602 -3.329 2.619 0.05 -0.12 0.09 -0.43
C -8.817 -3.261 3.296 0.15 -0.10 0.22 -0.13
C -9.969 -2.849 2.651 -0.09 0.01 0.06 -0.09
C -9.925 -2.496 1.312 -0.06 0.03 -0.08 -0.10
C -8.730 -2.583 0.622 -0.12 0.03 -0.11 -0.09
C -7.583 -3.011 1.267 0.31 -0.05 -0.02 -0.12
C -5.973 -2.247 4.795 0.05 -0.20 -0.03 -0.41
C -6.413 -1.005 4.358 -0.08 -0.03 -0.26 -0.11
C -6.342 0.100 5.186 -0.04 0.10 0.01 -0.09
C -5.831 -0.021 6.467 0.02 0.04 0.07 -0.09
C -5.386 -1.253 6.915 0.06 0.08 0.13 -0.09
C -5.458 -2.357 6.083 0.03 -0.35 -0.13 -0.14
P -2.263 -1.785 1.701 -0.51 -0.12 0.20 1.08
C -2.735 -2.450 0.062 0.26 0.13 0.05 -0.40
C -2.628 -3.820 -0.168 -0.02 0.05 0.06 -0.12
C -2.918 -4.351 -1.411 -0.03 -0.14 -0.07 -0.08
C -3.278 -3.520 -2.460 -0.03 0.03 0.00 -0.09
C -3.310 -2.151 -2.259 -0.07 -0.04 -0.20 -0.07
C -3.035 -1.620 -1.012 0.01 -0.01 0.16 -0.11
C -3.332 -0.305 1.961 0.29 -0.06 -0.03 -0.37
C -2.961 0.493 3.042 0.03 -0.11 -0.05 -0.12
C -3.691 1.612 3.397 -0.17 0.04 0.14 -0.13
C -4.826 1.945 2.675 0.03 0.09 0.04 -0.11
C -5.221 1.144 1.617 -0.15 -0.04 -0.07 -0.10
C -4.484 0.028 1.258 -0.07 0.11 -0.11 -0.12
H -2.751 -3.832 3.001 0.00 0.06 0.04 0.07
H -3.322 -2.360 3.796 0.12 -0.05 -0.08 0.06
H -4.646 -3.849 1.480 -0.13 0.09 0.08 0.06
H -5.110 -2.204 1.949 -0.04 -0.13 0.01 0.03
H -8.851 -3.527 4.348 -0.06 0.05 -0.02 0.10
H -10.902 -2.797 3.192 -0.06 0.00 0.06 0.10
H -10.820 -2.161 0.807 -0.07 0.03 -0.02 0.10
H -8.684 -2.312 -0.424 -0.02 -0.03 -0.07 0.10
H -6.668 -3.095 0.696 0.03 0.06 -0.01 0.09
H -6.826 -0.900 3.362 0.01 0.02 -0.03 0.10
H -6.684 1.061 4.829 -0.04 0.06 -0.03 0.10
H -5.781 0.842 7.114 0.01 0.07 0.06 0.10
H -4.986 -1.353 7.913 0.03 -0.02 0.08 0.10
H -5.114 -3.325 6.433 0.00 0.05 0.04 0.09
H -2.302 -4.477 0.628 -0.07 -0.09 0.10 0.10
H -2.855 -5.418 -1.574 0.05 -0.05 0.02 0.11
H -3.498 -3.936 -3.432 0.03 -0.01 -0.05 0.11
H -3.540 -1.489 -3.082 -0.02 0.07 -0.06 0.10
H -3.025 -0.551 -0.881 -0.08 0.06 0.00 0.07
H -2.091 0.229 3.624 0.18 0.04 0.01 0.07
H -3.381 2.214 4.240 0.06 0.02 -0.01 0.09
H -5.402 2.818 2.948 -0.09 0.05 0.02 0.11
H -6.122 1.377 1.070 -0.09 0.07 -0.10 0.11
H -4.807 -0.561 0.412 -0.04 -0.06 0.00 0.10
N -0.945 0.592 -3.576 0.31 -0.23 -0.26 0.16
C -1.875 1.198 -2.795 -0.39 0.45 0.12 -0.40
C -3.042 1.749 -3.359 0.05 -0.20 0.09 -0.02
C -3.936 2.381 -2.531 0.13 -0.04 0.07 -0.07
C -3.652 2.484 -1.171 -0.08 -0.01 0.03 -0.09
C -2.477 1.922 -0.707 -0.28 0.21 -0.09 -0.16
N -1.612 1.297 -1.490 0.58 -0.34 -0.06 0.10
H -1.280 0.163 -4.425 0.07 -0.01 0.03 0.10
H -0.274 0.027 -3.070 -0.10 -0.01 -0.05 0.04
H -3.228 1.646 -4.418 0.00 0.02 -0.07 0.11
H -4.854 2.783 -2.936 -0.06 0.08 -0.01 0.11
H -4.351 2.958 -0.501 -0.05 0.00 0.13 0.08
H -2.209 1.930 0.343 -0.08 0.13 0.14 0.10
```
Forces are in eV/Å.

As for the relative energy (zero: lowest compared OMol25 entry of this formula, charge and spin): 1.2041 eV. The largest force on an atom is 2.29 eV Å⁻¹. The calculation puts the LUMO energy at 0.14 eV. The value obtained for the HOMO energy is -7.05 eV. Its net charge is 0.

[3]
Molecular formula: C14H23BBeN6
Method: DFT, ωB97M-V/def2-TZVPD

Structure (XYZ):
```
45
Properties=species:S:1:pos:R:3:forces:R:3:lowdin_charge:R:1
H 1.237 3.159 0.663 0.39 -0.02 -0.45 0.11
N 1.011 1.674 -0.826 -1.38 0.70 -0.43 0.01
B 0.011 0.405 -2.868 -0.67 0.02 0.74 -0.44
N 0.542 1.696 -2.135 1.09 0.35 0.62 0.02
C 0.566 2.968 -2.570 0.04 -0.42 0.81 -0.05
Be 1.564 0.334 -0.058 -1.79 -0.32 0.06 0.26
H 0.385 3.200 -3.613 -0.23 -0.02 0.31 0.13
C 0.908 3.783 -1.493 -0.10 0.32 -0.02 -0.05
H 1.041 4.844 -1.509 -0.16 0.30 -0.02 0.09
C 1.100 2.946 -0.394 0.08 -0.58 -1.26 -0.07
H -0.106 0.588 -4.047 0.25 0.00 -0.02 0.11
C -2.262 -2.998 2.478 0.60 -1.42 -0.86 -0.05
H -1.659 -3.611 3.151 -0.07 0.09 -0.04 0.02
H -1.638 -2.666 1.647 -0.04 0.07 0.09 0.01
H -3.074 -3.608 2.078 0.06 0.06 0.06 0.02
N -1.416 -0.010 -2.291 0.20 -0.21 1.18 -0.04
N 1.096 -0.661 -2.528 1.35 -0.10 0.73 0.02
N -1.486 -0.169 -0.929 0.54 0.14 0.02 0.05
N 1.612 -0.807 -1.245 -1.00 -1.14 -0.72 0.01
C -2.644 -0.273 -2.827 -0.01 0.00 0.82 -0.10
C 1.636 -1.610 -3.310 -0.09 0.18 1.10 -0.05
H -2.825 -0.233 -3.885 0.03 0.07 -0.12 0.10
H 1.469 -1.581 -4.369 -0.16 -0.22 -0.14 0.13
C -3.515 -0.582 -1.783 0.72 0.15 -0.11 -0.08
C 2.390 -2.460 -2.506 -0.11 -0.11 -0.04 -0.05
C -2.725 -0.508 -0.605 0.27 0.26 -1.54 -0.16
C 2.276 -1.975 -1.201 -0.17 0.80 -1.12 -0.07
H -4.560 -0.814 -1.822 -0.19 -0.08 -0.24 0.08
H 2.979 -3.287 -2.832 0.03 -0.42 -0.09 0.09
H -3.015 -0.684 0.420 0.11 0.04 -0.03 0.09
H 2.580 -2.408 -0.256 0.30 0.33 -0.18 0.13
H -2.656 -2.177 2.996 -0.54 1.23 0.74 -0.01
C -0.711 0.699 3.024 -0.06 0.12 0.09 -0.08
C 0.753 0.911 2.595 0.08 0.15 0.42 -0.50
C 1.679 0.888 3.825 -0.14 0.24 0.00 -0.11
C 1.321 -0.101 1.591 0.33 0.03 -0.45 -0.18
H -0.917 -0.312 3.409 0.26 0.18 -0.19 0.07
H -1.421 0.903 2.213 0.21 -0.16 -0.03 0.07
H -0.963 1.401 3.835 0.09 -0.15 -0.18 0.07
H 0.785 1.924 2.150 0.01 -0.22 0.39 0.08
H 1.683 -0.115 4.281 -0.08 0.30 -0.14 0.08
H 2.706 1.108 3.504 -0.14 -0.01 0.17 0.07
H 1.386 1.622 4.587 0.05 -0.10 -0.07 0.07
H 2.269 -0.469 2.017 -0.39 -0.47 -0.09 0.04
H 0.606 -0.933 1.436 0.40 0.04 0.25 0.06
```
Forces are in eV/Å.

As for the relative energy (zero: lowest compared OMol25 entry of this formula, charge and spin): 1.2744 eV. The largest force on an atom is 1.82 eV Å⁻¹. The calculation puts the LUMO energy at 0.43 eV. The value obtained for the HOMO energy is -8.63 eV. Its net charge is 0.

no.,total energy (a.u.),orbital gap (Eh)
1,-498.037975,0.246
2,-7429.383299,0.264
3,-915.510906,0.333